(1)
Below is a 17-piece molecular cluster, C72H185N7O24 overall at a distorted geometry, with properties calculated with ωB97M-V/def2-TZVPD.

Charge: 0
Frontier orbital gap in eV: 9.1
2S+1: 1

Element x y z (Å)
C 1.30 -2.11 -5.25
C 1.99 -3.48 -5.04
C 3.34 -3.76 -5.83
O 2.27 -3.53 -3.69
H 1.12 -1.87 -6.30
H 2.03 -1.39 -4.90
H 0.38 -1.97 -4.69
H 1.29 -4.29 -5.25
H 3.98 -2.88 -5.94
H 3.07 -4.11 -6.83
H 3.95 -4.51 -5.34
H 3.03 -2.98 -3.53
C 6.91 -2.42 -2.44
C 5.43 -2.91 -2.37
C 4.86 -2.70 -0.94
O 4.59 -2.21 -3.28
H 6.96 -1.38 -2.10
H 7.25 -2.51 -3.47
H 7.46 -3.11 -1.80
H 5.47 -3.98 -2.56
H 5.01 -1.67 -0.62
H 5.40 -3.30 -0.20
H 3.80 -2.93 -0.95
H 5.12 -2.04 -4.06
C 3.02 5.97 -4.09
C 3.75 5.89 -2.75
C 3.23 4.73 -1.90
O 5.08 5.63 -2.94
H 3.15 5.03 -4.64
H 3.38 6.77 -4.74
H 1.94 5.97 -3.94
H 3.61 6.79 -2.14
H 3.59 3.79 -2.31
H 2.15 4.74 -2.00
H 3.63 4.71 -0.89
H 5.44 5.62 -2.05
C -3.08 -6.84 0.04
C -2.99 -7.80 1.20
C -2.58 -7.12 2.46
O -4.23 -8.45 1.41
H -2.15 -6.31 -0.16
H -3.72 -5.98 0.20
H -3.41 -7.27 -0.91
H -2.29 -8.61 1.01
H -2.46 -7.70 3.37
H -3.21 -6.28 2.74
H -1.58 -6.69 2.34
H -4.66 -8.57 0.56
C -2.02 1.04 0.78
C -2.97 0.73 -0.28
C -4.04 1.79 -0.57
O -2.22 0.74 -1.48
H -1.40 0.19 1.05
H -2.58 1.12 1.71
H -1.47 1.95 0.55
H -3.39 -0.27 -0.13
H -4.48 2.24 0.31
H -4.89 1.30 -1.05
H -3.70 2.62 -1.19
H -1.41 0.24 -1.37
C 0.68 -1.81 2.58
C 1.96 -2.41 3.11
C 2.31 -1.55 4.30
O 1.77 -3.77 3.43
H 0.43 -2.32 1.65
H 0.84 -0.77 2.30
H -0.12 -1.92 3.30
H 2.62 -2.45 2.23
H 3.25 -1.89 4.72
H 1.58 -1.72 5.10
H 2.36 -0.49 4.07
H 2.51 -3.92 4.02
C -0.22 2.93 -3.56
C -0.97 4.03 -2.80
C -2.28 4.43 -3.60
O -1.31 3.61 -1.51
H 0.76 2.75 -3.11
H -0.11 3.16 -4.62
H -0.77 1.98 -3.53
H -0.32 4.91 -2.82
H -2.96 5.10 -3.06
H -2.92 3.59 -3.88
H -2.01 4.92 -4.54
H -1.66 2.71 -1.45
C 2.46 -5.16 0.00
C 1.16 -5.82 0.44
C 0.62 -7.03 -0.33
O 1.33 -6.11 1.83
H 2.67 -4.31 0.65
H 2.31 -4.81 -1.02
H 3.25 -5.91 -0.10
H 0.46 -4.98 0.44
H 1.37 -7.80 -0.16
H 0.64 -6.94 -1.42
H -0.40 -7.35 -0.12
H 1.52 -5.29 2.30
C 2.68 3.17 4.57
C 3.25 4.51 3.95
C 3.66 4.44 2.49
O 2.26 5.55 4.18
H 2.30 2.51 3.79
H 1.84 3.43 5.21
H 3.38 2.63 5.21
H 4.17 4.61 4.52
H 4.14 5.35 2.13
H 2.70 4.37 1.98
H 4.16 3.49 2.29
H 2.48 6.41 3.80
C 7.07 4.14 3.62
C 7.47 2.72 3.37
C 6.37 1.71 3.71
O 7.84 2.60 2.02
H 6.94 4.27 4.69
H 6.11 4.32 3.14
H 7.86 4.80 3.24
H 8.29 2.42 4.03
H 5.49 1.88 3.09
H 6.03 1.76 4.75
H 6.73 0.72 3.44
H 7.07 2.78 1.48
C -8.79 -0.34 8.38
O -7.56 0.34 8.18
C -6.85 -0.20 7.12
C -5.43 0.35 7.03
N -4.72 -0.13 5.84
C -3.38 0.39 5.77
C -2.60 -0.26 4.66
O -1.24 0.00 4.86
C -0.73 1.18 4.22
H -9.35 -0.46 7.45
H -9.35 0.17 9.16
H -8.65 -1.33 8.81
H -7.35 0.05 6.18
H -6.91 -1.28 7.10
H -4.88 0.07 7.93
H -5.50 1.43 6.99
H -4.63 -1.13 5.96
H -2.81 0.29 6.69
H -3.49 1.46 5.60
H -2.92 0.16 3.70
H -2.64 -1.34 4.51
H -1.34 2.00 4.58
H -0.76 1.04 3.13
H 0.32 1.36 4.45
C -6.55 -0.73 1.07
O -6.26 0.51 1.60
C -6.28 0.61 3.03
C -6.20 2.03 3.50
N -7.23 2.89 2.89
C -6.97 4.36 3.18
C -5.86 4.82 2.24
O -6.38 4.99 0.92
C -5.45 5.62 0.03
H -6.43 -0.66 -0.01
H -7.59 -0.91 1.36
H -5.96 -1.50 1.57
H -5.46 0.03 3.45
H -7.18 0.18 3.47
H -5.16 2.32 3.38
H -6.39 2.16 4.57
H -7.02 2.81 1.91
H -6.71 4.53 4.22
H -7.85 4.97 2.97
H -5.02 4.13 2.28
H -5.55 5.80 2.62
H -4.52 5.10 -0.20
H -5.06 6.55 0.44
H -6.00 5.84 -0.88
C -5.33 -0.73 -3.33
O -4.79 -1.47 -4.48
C -3.40 -1.76 -4.27
C -2.65 -2.62 -5.35
N -2.89 -1.90 -6.58
C -2.18 -2.52 -7.72
C -2.51 -1.95 -9.13
O -1.88 -2.62 -10.18
C -2.12 -2.11 -11.47
H -6.32 -0.30 -3.51
H -4.74 0.19 -3.33
H -5.23 -1.24 -2.38
H -3.28 -2.39 -3.38
H -2.85 -0.82 -4.20
H -3.21 -3.56 -5.44
H -1.58 -2.70 -5.15
H -3.88 -1.88 -6.80
H -2.37 -3.59 -7.82
H -1.11 -2.44 -7.53
H -2.17 -0.92 -9.16
H -3.58 -1.91 -9.30
H -1.31 -2.38 -12.14
H -2.27 -1.03 -11.53
H -3.04 -2.58 -11.83
C 3.12 9.06 -0.10
O 4.04 8.07 0.24
C 5.36 8.24 -0.29
C 6.38 7.16 0.21
N 6.12 5.86 -0.43
C 7.30 4.99 -0.38
C 7.09 3.60 -1.02
O 6.19 2.82 -0.17
C 5.93 1.49 -0.62
H 3.43 10.10 -0.04
H 2.25 8.96 0.55
H 2.80 8.88 -1.13
H 5.66 9.26 -0.03
H 5.36 8.15 -1.37
H 6.29 7.07 1.29
H 7.38 7.54 0.03
H 5.30 5.47 0.01
H 7.72 4.83 0.62
H 8.00 5.54 -1.00
H 8.01 3.04 -1.19
H 6.66 3.80 -2.00
H 5.21 1.39 -1.44
H 5.45 1.01 0.23
H 6.82 0.93 -0.90
C 2.32 1.69 0.88
O 2.11 0.50 0.14
C 1.66 0.66 -1.26
C 1.14 -0.73 -1.75
N 0.00 -1.13 -0.99
C -0.42 -2.49 -1.43
C -1.78 -2.83 -0.84
O -1.71 -3.03 0.54
C -2.90 -2.86 1.27
H 1.37 2.13 1.20
H 2.88 2.51 0.43
H 2.95 1.44 1.72
H 2.47 1.00 -1.92
H 0.81 1.33 -1.28
H 1.94 -1.44 -1.51
H 1.02 -0.61 -2.82
H 0.38 -1.15 -0.06
H 0.28 -3.25 -1.11
H -0.52 -2.39 -2.51
H -2.11 -3.79 -1.25
H -2.51 -2.06 -1.10
H -3.16 -1.86 1.62
H -2.78 -3.46 2.18
H -3.74 -3.20 0.66
C -5.42 -2.93 10.12
O -5.06 -3.49 8.87
C -3.84 -3.05 8.27
C -3.77 -3.57 6.83
N -4.90 -3.05 6.08
C -5.04 -3.68 4.80
C -6.31 -3.14 4.13
O -7.48 -3.34 4.89
C -8.64 -2.78 4.30
H -4.71 -3.13 10.91
H -6.39 -3.24 10.51
H -5.51 -1.85 10.00
H -3.01 -3.41 8.87
H -3.66 -1.97 8.25
H -3.84 -4.65 6.71
H -2.79 -3.34 6.43
H -5.75 -3.19 6.62
H -5.24 -4.74 4.94
H -4.11 -3.50 4.26
H -6.41 -3.62 3.16
H -6.19 -2.08 3.90
H -8.48 -1.81 3.83
H -9.37 -2.86 5.11
H -8.83 -3.45 3.47
C 2.11 1.49 -5.84
O 3.49 1.17 -5.87
C 4.22 1.10 -4.66
C 5.61 0.58 -4.93
N 5.59 -0.79 -5.48
C 6.86 -1.18 -6.01
C 6.76 -2.51 -6.74
O 5.86 -2.42 -7.83
C 5.71 -3.60 -8.58
H 1.52 0.73 -5.32
H 1.80 1.39 -6.88
H 1.89 2.50 -5.51
H 3.68 0.50 -3.93
H 4.15 2.09 -4.23
H 6.32 0.60 -4.10
H 6.11 1.24 -5.63
H 4.87 -0.77 -6.19
H 7.62 -1.28 -5.24
H 7.19 -0.43 -6.74
H 6.29 -3.22 -6.06
H 7.70 -2.80 -7.20
H 6.62 -3.77 -9.15
H 4.94 -3.47 -9.35
H 5.47 -4.44 -7.93

***

(2)
Below is C72H58AsBaClN10O4PS as an isolated structure at a distorted geometry, with properties calculated with ωB97M-V/def2-TZVPD.

Charge: -1
Frontier orbital gap in eV: 6.2
2S+1: 1

Element x y z (Å)
Ba 0.53 1.86 -0.43
C 6.44 2.26 -1.98
C 6.54 1.59 -0.76
C 5.40 1.24 -0.07
C 4.11 1.57 -0.59
N 4.04 2.20 -1.80
C 5.16 2.52 -2.44
N 2.93 1.32 -0.02
C 2.75 1.01 1.37
N 1.32 0.81 1.62
C 0.80 1.84 2.23
N -0.47 1.87 2.63
C -1.28 2.92 2.40
C -2.46 3.11 3.17
C -3.32 4.13 2.85
C -3.02 4.99 1.78
C -1.86 4.75 1.08
N -1.01 3.75 1.35
C 1.85 2.88 2.49
C 1.78 4.15 3.04
C 2.96 4.86 3.22
C 4.18 4.29 2.88
C 4.26 3.01 2.33
C 3.07 2.32 2.13
H 7.31 2.56 -2.55
H 7.51 1.33 -0.36
H 5.49 0.69 0.86
H 5.01 3.01 -3.40
H -2.65 2.43 3.98
H -4.23 4.27 3.42
H -3.68 5.80 1.50
H -1.58 5.38 0.24
H 0.82 4.58 3.32
H 2.93 5.86 3.64
H 5.10 4.84 3.05
H 5.21 2.58 2.09
O 5.19 0.23 3.70
S 3.87 -0.32 3.54
O 3.60 -1.66 4.00
N 3.49 -0.22 1.90
C 3.74 -1.44 1.16
C 4.82 -2.21 1.54
C 5.07 -3.50 1.03
C 4.31 -4.00 0.02
C 3.31 -3.18 -0.54
C 2.65 -3.58 -1.72
C 1.77 -2.75 -2.34
C 1.51 -1.51 -1.71
N 2.05 -1.12 -0.59
C 2.98 -1.91 0.02
C 2.76 0.71 4.45
C 1.45 0.29 4.64
C 0.63 1.03 5.48
C 1.14 2.14 6.15
C 2.47 2.51 5.99
C 3.30 1.79 5.14
H 5.50 -1.84 2.30
H 5.89 -4.07 1.44
H 4.50 -4.98 -0.40
H 2.90 -4.55 -2.15
H 1.30 -3.00 -3.28
H 0.81 -0.82 -2.17
H 1.08 -0.58 4.13
H -0.40 0.74 5.61
H 0.49 2.72 6.80
H 2.87 3.36 6.52
H 4.33 2.06 4.99
Cl -3.03 3.61 -3.97
C -2.72 3.87 -2.20
C -1.49 3.07 -1.77
O -1.70 1.88 -1.40
O -0.37 3.65 -1.81
H -3.60 3.52 -1.67
H -2.56 4.93 -2.05
C -3.17 -1.02 1.64
C -3.96 -2.31 1.55
As -5.67 -2.17 2.51
C -6.45 -0.82 1.33
C -6.67 0.45 1.86
C -7.17 1.48 1.06
C -7.45 1.23 -0.28
C -7.23 -0.03 -0.81
C -6.72 -1.05 -0.01
C -6.54 -3.74 1.73
C -7.93 -3.78 1.68
C -8.59 -4.87 1.11
C -7.87 -5.93 0.60
C -6.48 -5.91 0.66
C -5.82 -4.83 1.23
P -1.69 -0.85 0.53
C -2.46 -1.21 -1.11
C -3.60 -0.47 -1.47
C -4.14 -0.57 -2.74
C -3.57 -1.41 -3.69
C -2.43 -2.13 -3.36
C -1.88 -2.02 -2.09
C -0.80 -2.40 0.96
C 0.18 -2.25 1.95
C 0.90 -3.33 2.43
C 0.65 -4.60 1.93
C -0.32 -4.78 0.95
C -1.04 -3.69 0.47
H -2.77 -0.88 2.65
H -3.80 -0.15 1.43
H -3.40 -3.14 2.00
H -4.18 -2.58 0.52
H -6.46 0.65 2.90
H -7.33 2.46 1.48
H -7.84 2.02 -0.91
H -7.44 -0.23 -1.86
H -6.54 -2.03 -0.45
H -8.51 -2.95 2.07
H -9.68 -4.87 1.07
H -8.38 -6.77 0.14
H -5.91 -6.74 0.26
H -4.74 -4.83 1.27
H -4.05 0.20 -0.76
H -5.01 0.03 -3.00
H -3.99 -1.48 -4.69
H -1.97 -2.78 -4.09
H -0.98 -2.57 -1.86
H 0.40 -1.24 2.29
H 1.69 -3.17 3.16
H 1.23 -5.45 2.28
H -0.53 -5.77 0.56
H -1.80 -3.86 -0.28
C -0.48 0.96 -5.53
C -0.45 0.94 -4.14
N 0.67 1.14 -3.44
C 1.81 1.36 -4.10
C 1.89 1.36 -5.48
C 0.71 1.18 -6.20
C 3.13 1.65 -6.23
C 4.41 1.31 -6.03
C 5.05 0.49 -4.98
C 6.42 0.27 -5.07
C 7.01 -0.48 -4.07
N 6.32 -0.97 -3.04
C 5.01 -0.70 -3.05
N 4.34 -0.02 -3.98
H -1.41 0.82 -6.06
H -1.35 0.76 -3.57
H 2.68 1.57 -3.48
H 0.73 1.22 -7.28
H 2.96 2.23 -7.13
H 5.11 1.68 -6.77
H 7.00 0.66 -5.89
H 8.07 -0.68 -4.08
H 4.43 -1.08 -2.22